101
Properties=species:S:1:pos:R:3:forces:R:3:mulliken_charge:R:1 method="wB97M-V/def2-TZVPD" smiles=CCC[C@@H](C)[PH4].CCCCCC.CCCCCC.CCCCCC.CCCCCC lumo_energy_ev=0.80 e_tot_ev=-40511.492 molar_mass_g_mol=450.861
C 7.858 0.918 -4.419 -0.3 -0.6 -0.8 -1.10
C 7.115 -0.164 -5.285 0.2 0.6 -0.1 -0.40
C 5.853 0.443 -6.001 0.4 0.0 0.9 -0.97
C 4.712 0.545 -4.935 0.4 0.8 -1.1 0.14
C 3.657 1.666 -5.230 0.6 -0.4 1.0 -1.18
P 3.950 -1.199 -4.696 0.0 -0.3 0.6 -0.06
H 7.249 1.246 -3.558 0.4 -0.1 -0.4 0.30
H 8.833 0.513 -4.093 -0.5 0.3 0.1 0.35
H 8.057 1.770 -5.099 -0.1 -0.2 0.6 0.27
H 7.860 -0.527 -6.016 -0.4 0.0 0.1 0.34
H 6.824 -1.035 -4.664 0.2 0.4 -0.3 0.29
H 5.572 -0.181 -6.876 -0.1 0.3 0.5 0.33
H 6.121 1.444 -6.400 -0.2 -0.5 0.2 0.42
H 5.195 0.815 -3.972 -0.3 -0.3 -0.4 0.11
H 2.687 1.338 -4.798 0.2 0.4 -0.5 0.26
H 3.966 2.560 -4.651 -0.3 -0.3 -0.5 0.35
H 3.576 1.949 -6.291 -0.1 -0.3 0.4 0.30
H 4.334 -1.144 -3.299 -0.2 0.0 -0.2 0.03
H 2.654 -0.770 -5.167 0.3 -0.1 0.1 -0.02
H 4.809 -1.813 -5.661 0.0 0.2 0.0 0.09
H 3.429 -2.539 -4.407 -0.3 0.1 -0.2 0.09
C -0.169 -0.504 -3.490 -0.1 0.1 0.1 -1.15
C 0.058 -0.792 -2.010 0.1 0.0 -0.1 0.78
C 0.562 -2.209 -1.740 0.0 0.0 0.1 -0.82
C -0.397 -3.327 -2.153 0.0 0.0 -0.1 -0.61
C -1.783 -3.263 -1.510 0.1 -0.1 0.0 -0.66
C -1.750 -3.399 0.007 -0.1 0.0 0.0 -1.13
H -0.937 -1.152 -3.915 0.0 0.0 0.0 0.35
H -0.494 0.529 -3.629 0.0 0.0 -0.1 0.44
H 0.754 -0.646 -4.057 -0.1 0.0 0.0 0.04
H -0.863 -0.599 -1.454 0.0 0.0 0.0 -0.61
H 0.799 -0.082 -1.628 0.0 0.0 0.0 0.35
H 0.795 -2.303 -0.675 0.0 0.0 0.0 0.35
H 1.511 -2.356 -2.268 0.0 0.0 0.0 0.26
H 0.065 -4.288 -1.905 0.0 0.0 0.0 0.34
H -0.514 -3.324 -3.241 0.0 0.0 0.0 0.33
H -2.392 -4.075 -1.919 0.0 0.1 0.0 0.42
H -2.289 -2.333 -1.784 0.0 0.0 0.0 0.41
H -1.287 -4.345 0.302 0.0 0.0 0.0 0.26
H -2.765 -3.380 0.410 0.1 0.0 0.1 0.35
H -1.195 -2.584 0.475 0.0 0.0 0.0 0.31
C -0.474 -8.080 -1.148 0.0 0.0 -0.1 -1.40
C -1.844 -7.420 -1.038 0.1 0.1 0.1 0.40
C -2.448 -7.513 0.363 -0.1 0.0 0.0 -0.58
C -2.725 -8.935 0.858 0.1 0.0 0.0 -0.91
C -3.649 -9.764 -0.034 0.0 0.0 0.1 -0.37
C -5.051 -9.179 -0.162 0.0 -0.1 -0.1 -1.18
H -0.524 -9.151 -0.944 0.0 0.0 0.0 0.39
H -0.073 -7.955 -2.156 0.1 0.0 0.0 0.39
H 0.232 -7.629 -0.447 0.0 0.0 0.0 0.29
H -2.522 -7.854 -1.779 0.0 0.0 0.0 0.32
H -1.742 -6.362 -1.300 -0.1 0.0 0.0 -0.38
H -3.376 -6.934 0.385 0.0 0.0 0.0 0.35
H -1.774 -7.026 1.075 0.0 0.0 0.0 0.38
H -3.163 -8.873 1.860 0.0 0.0 0.0 0.40
H -1.779 -9.470 0.978 0.0 0.0 0.0 0.33
H -3.728 -10.769 0.390 0.0 0.0 0.0 0.37
H -3.210 -9.886 -1.029 0.0 0.0 0.0 0.23
H -5.526 -9.089 0.817 0.0 0.0 0.0 0.29
H -5.677 -9.824 -0.782 0.0 0.0 0.0 0.38
H -5.036 -8.191 -0.627 0.0 0.0 0.0 0.28
C -2.108 0.532 0.833 -0.2 0.1 0.0 -1.33
C -1.839 1.809 0.046 0.1 -0.1 0.0 -0.44
C -0.507 2.468 0.400 0.0 0.1 0.0 -0.46
C -0.381 2.939 1.852 0.0 -0.1 0.0 -0.94
C -1.452 3.928 2.308 0.1 0.0 0.0 -0.18
C -1.434 5.240 1.532 -0.1 0.0 0.1 -1.07
H -2.176 0.723 1.905 0.0 0.0 0.0 0.42
H -3.053 0.085 0.516 0.0 -0.1 0.0 0.40
H -1.316 -0.201 0.665 0.0 0.0 0.1 0.22
H -2.666 2.511 0.193 0.0 0.0 0.0 0.47
H -1.831 1.566 -1.021 0.0 0.1 0.0 0.34
H -0.344 3.316 -0.272 0.0 0.0 0.0 0.37
H 0.305 1.762 0.195 0.0 0.0 0.0 0.21
H 0.605 3.399 1.981 0.0 0.0 0.0 0.44
H -0.396 2.072 2.518 0.0 0.0 0.0 0.31
H -1.291 4.148 3.368 0.0 0.0 0.0 0.20
H -2.445 3.475 2.238 0.0 0.0 0.0 0.24
H -0.463 5.733 1.626 0.0 0.0 0.0 0.26
H -2.196 5.918 1.920 0.0 0.0 -0.1 0.17
H -1.640 5.085 0.472 0.0 0.0 0.0 0.37
C 0.235 7.740 8.223 -0.1 0.0 0.1 -1.22
C -0.509 6.723 7.365 0.1 0.0 0.0 -0.46
C -0.203 6.849 5.874 -0.1 0.0 -0.1 -0.10
C -0.611 8.180 5.237 0.1 0.1 0.1 -0.70
C -2.090 8.539 5.375 0.0 0.0 -0.1 -0.43
C -3.017 7.543 4.689 -0.1 0.1 0.1 -0.97
H -0.048 8.764 7.973 0.0 0.0 0.0 0.28
H 0.008 7.585 9.279 0.0 0.0 0.0 0.38
H 1.316 7.642 8.094 0.0 0.0 0.0 0.30
H -1.584 6.808 7.544 0.0 0.0 0.0 0.25
H -0.224 5.718 7.692 -0.1 0.0 0.0 0.38
H -0.693 6.027 5.343 0.0 0.0 0.0 -0.17
H 0.872 6.708 5.717 0.0 0.0 0.0 0.39
H -0.352 8.147 4.173 0.0 0.0 0.0 0.36
H -0.011 8.988 5.666 0.0 0.0 0.0 0.32
H -2.249 9.527 4.933 0.0 0.0 0.1 0.37
H -2.365 8.630 6.430 0.0 0.0 0.0 0.24
H -2.787 7.471 3.624 0.0 0.0 0.0 0.14
H -4.057 7.862 4.789 0.0 -0.1 0.0 0.40
H -2.934 6.546 5.127 0.0 0.0 0.0 0.27